Record 1
ORCA calculation (wB97M-V/def2-TZVPD) on C25H27N11ORuS as an isolated structure at a distorted geometry.

Values from the calculation:
* total charge: +4
* highest occupied orbital energy (spin up / spin down): -0.7259 / -0.7253 Ha
* gap between HOMO and LUMO (spin up / spin down): 4.663 / 4.739 eV
* ΔE to the lowest compared entry with this formula, charge and spin: 24.3 kcal/mol
* largest force on an atom: 0.045 Eh/bohr
* E: -2138.100181 Eh

Element x y z (Å)
1 Ru 0.28872 0.08253 1.01045
2 S 2.69731 -0.27079 0.21325
3 O 0.16009 -0.52334 -4.32328
4 N -0.73214 -0.90107 -0.46945
5 N -0.92602 1.72633 1.14307
6 N 0.69954 1.70241 -0.99911
7 N 2.00106 1.70799 -1.50786
8 N 3.81626 2.10118 -2.64927
9 N -0.75154 -2.49954 -4.99397
10 N 4.02581 1.12314 -1.74372
11 N 1.00592 0.98843 2.88460
12 N -1.69778 3.43501 2.29508
13 N 0.83542 -1.61588 2.02871
14 N 1.73570 -2.50527 3.83313
15 C 0.08033 2.03546 3.39216
16 C -3.43676 4.22396 0.61361
17 C 1.53341 -3.55892 2.93077
18 C 2.58181 2.47640 -2.52067
19 C -0.47732 -1.54088 -4.11260
20 C -1.02709 -1.68731 -2.69967
21 C 1.79357 -4.91081 3.02758
22 C 0.91375 -5.12375 0.76710
23 C -3.46226 2.81084 -1.36864
24 C 1.32406 -1.38571 3.27420
25 C -1.91901 2.32978 0.36518
26 C -1.91541 -1.44525 -0.12357
27 C 1.48414 -5.68648 1.91332
28 C 0.64521 -3.76984 0.67951
29 C 0.96456 -2.97959 1.78570
30 C -2.23751 -2.27192 -2.34731
31 C 1.90833 3.51463 -3.32030
32 C -2.41643 3.41882 1.09336
33 C -0.84145 2.42794 2.29091
34 C -0.30273 -1.02548 -1.72738
35 C -2.43968 2.01410 -0.88897
36 C -3.94314 3.90460 -0.63580
37 C 2.94098 0.86799 -1.03119
38 C 1.35956 -0.03486 3.90023
39 C -2.68309 -2.14549 -1.03049
40 H -4.72656 4.51970 -1.05743
41 H -2.05965 1.17758 -1.46287
42 H -3.62891 -2.57029 -0.72281
43 H 2.34099 0.15648 4.34086
44 H -0.51853 1.63271 4.21224
45 H -3.90613 2.59165 -2.33021
46 H 0.63958 -0.01238 4.72150
47 H 0.48018 2.62578 -0.62941
48 H 0.61909 2.90067 3.78584
49 H 1.69408 -6.74738 1.93687
50 H -1.84323 4.10455 3.04300
51 H -2.85424 -2.78752 -3.07313
52 H 1.43864 4.27647 -2.69589
53 H 2.65084 3.99096 -3.95700
54 H 0.68329 -5.76534 -0.07224
55 H -3.82992 5.05307 1.18771
56 H 1.86617 1.44331 2.58492
57 H 0.21123 -3.34309 -0.21406
58 H 2.12373 -2.60320 4.76578
59 H 0.04596 1.51526 -1.76038
60 H 1.14230 3.07974 -3.96742
61 H 4.94221 0.69134 -1.68438
62 H 2.21306 -5.35137 3.92300
63 H 0.63281 -0.55515 -1.99742
64 H -0.44115 -2.38586 -5.94950
65 H -1.24560 -3.34688 -4.77355
66 H -2.25637 -1.30016 0.89731


Record 2
ORCA calculation (wB97M-V/def2-TZVPD) on C25H27N3O3 as an isolated structure at a distorted geometry.

Values from the calculation:
* total charge: 0
* highest occupied orbital energy: -0.2927 Ha
* gap between HOMO and LUMO: 7.892 eV
* ΔE to the lowest compared entry with this formula, charge and spin: 597.4 kcal/mol
* largest force on an atom: 0.347 Eh/bohr
* E: -1357.960128 Eh

Element x y z (Å)
1 O -1.68151 2.18685 -1.56122
2 O -1.07367 -2.89113 -0.79686
3 O 0.10043 -0.47452 -6.34526
4 N -2.41057 0.24594 -2.04080
5 N 0.20345 -0.71093 3.48334
6 N -1.03267 -0.68882 0.26629
7 C -0.44311 2.47356 5.75170
8 C 0.07597 1.32104 6.49641
9 C -1.09885 1.52406 1.09653
10 C 4.95190 -0.36217 -1.63616
11 C -0.07918 -1.20138 1.05328
12 C -0.44738 1.42309 3.72849
13 C 3.75469 -1.54710 0.20336
14 C -0.87635 0.15614 -5.70966
15 C -2.73398 -1.06974 -1.56503
16 C 0.05784 -0.33088 2.15751
17 C 1.48504 0.13843 -0.81271
18 C 3.82125 -0.57301 -0.96359
19 C 1.49931 -1.00743 0.25629
20 C -1.12815 -0.15872 -4.12631
21 C -0.75429 2.33201 4.52794
22 C -1.91418 1.14145 -1.15448
23 C 2.32071 -1.77186 0.63893
24 C 1.36021 -0.10998 -5.81375
25 C 2.61428 -0.10513 -1.35334
26 C -2.56294 0.24809 -3.36565
27 C -0.56353 0.78461 2.38617
28 C 0.17623 0.24990 4.30768
29 C 0.64549 0.52623 5.72415
30 C -1.75081 -1.56008 -0.73194
31 C -1.63942 0.45604 0.30586
32 H 2.36792 -2.56254 1.68158
33 H -3.21876 -0.05466 -3.97771
34 H 5.24481 0.67888 -2.04188
35 H -0.39598 2.05024 0.58239
36 H -1.95027 -0.27792 -6.19627
37 H -1.97192 2.38969 1.39165
38 H 5.86284 -0.50521 -1.15176
39 H 2.58284 0.83659 -2.33925
40 H -0.68229 3.46328 6.27580
41 H -2.78529 0.37268 0.60435
42 H -1.20061 -1.08558 -4.00962
43 H 2.13832 -0.67856 -6.48787
44 H 0.83261 -0.57509 6.36476
45 H 1.57967 -0.28420 -4.75196
46 H 4.46516 -2.00861 0.50455
47 H -0.36133 0.21932 -3.45141
48 H -0.05041 -2.26222 1.34947
49 H 0.69890 0.61698 -1.14433
50 H 1.44478 1.03021 -5.71766
51 H -3.83930 -1.20796 -0.98811
52 H 5.07697 -1.14649 -2.55548
53 H -0.99324 1.18216 -5.71199
54 H -2.35981 1.50414 -3.81335
55 H 0.97883 -1.65054 3.67265
56 H -2.94981 -1.98440 -2.30835
57 H -1.27279 3.44533 3.88557
58 H 0.20825 1.51839 7.44202


Record 3
ORCA calculation (wB97M-V/def2-TZVPD) on one molecule with the formula C25H27N3O3S.

Values from the calculation:
* total charge: 0
* highest occupied orbital energy: -0.3169 Ha
* gap between HOMO and LUMO: 9.243 eV
* ΔE to the lowest compared entry with this formula, charge and spin: 0.9 kcal/mol
* largest force on an atom: 0.013 Eh/bohr
* E: -1757.070154 Eh

Element x y z (Å)
1 S -0.26919 0.22297 3.00507
2 O 4.52299 3.06626 1.30956
3 O -0.43220 2.59059 -0.25380
4 O 2.18566 -0.52156 -0.85512
5 N -0.76341 0.40640 -0.64217
6 N 2.13885 1.71474 -1.17806
7 N -1.35267 -1.25887 -4.72139
8 C -2.14632 -1.42137 3.56814
9 C 4.67290 2.27866 2.47446
10 C -3.46996 -0.23399 -1.54462
11 C -0.12684 -0.61910 -2.76673
12 C 3.26632 2.16037 3.05770
13 C -0.01589 -2.86370 -3.58042
14 C -2.62575 -1.17866 -0.74371
15 C 1.60584 0.48173 -1.22122
16 C 0.16766 0.47702 -1.77945
17 C -0.55657 -1.78845 0.35456
18 C 3.25492 2.79254 0.73449
19 C -1.78277 0.39277 2.17629
20 C -1.33444 -0.85925 -0.32690
21 C -2.67491 -0.54581 2.59363
22 C -0.97499 -0.35376 -3.83901
23 C 0.36688 -1.91358 -2.64823
24 C -0.86156 -1.13043 3.88546
25 C -1.07329 -3.02895 0.66967
26 C 2.42834 2.03041 1.78672
27 C -0.98471 1.54429 0.04764
28 C 3.41773 1.98505 -0.56486
29 C -3.12604 -2.43301 -0.41207
30 C -1.99791 1.48390 1.18630
31 C -0.88797 -2.48984 -4.59013
32 C -2.36746 -3.34709 0.29283
33 H -4.12824 -2.69091 -0.72306
34 H 3.00908 3.07389 3.59403
35 H -2.99633 1.37479 0.75586
36 H 4.04726 2.54870 -1.26012
37 H 0.45361 -1.52600 0.62879
38 H -0.46915 -3.74371 1.20682
39 H -3.67716 -0.61946 2.21104
40 H 1.51735 2.50630 -1.28227
41 H -2.70314 -2.22889 4.00782
42 H -4.44379 -0.10002 -1.07517
43 H 0.35283 -3.87554 -3.51763
44 H -2.99501 0.73686 -1.65590
45 H 2.33879 0.98254 1.49966
46 H -2.78199 -4.31289 0.54005
47 H 5.06911 1.28569 2.21674
48 H 2.79694 3.75999 0.48963
49 H -0.01528 1.44594 -2.26278
50 H 3.89413 1.02505 -0.35322
51 H -1.37582 0.64084 -3.99531
52 H -3.63570 -0.64704 -2.53954
53 H -1.94705 2.45950 1.68020
54 H 5.38334 2.78874 3.12606
55 H 1.42986 2.44651 1.89315
56 H -1.22991 -3.19880 -5.33268
57 H 3.15705 1.31008 3.72580
58 H 1.05000 -2.16345 -1.85289
59 H -0.21622 -1.62202 4.58552


Repeat the first record exactly.
ORCA calculation (wB97M-V/def2-TZVPD) on C25H27N11ORuS as an isolated structure at a distorted geometry.

Values from the calculation:
* total charge: +4
* highest occupied orbital energy (spin up / spin down): -0.7259 / -0.7253 Ha
* gap between HOMO and LUMO (spin up / spin down): 4.663 / 4.739 eV
* ΔE to the lowest compared entry with this formula, charge and spin: 24.3 kcal/mol
* largest force on an atom: 0.045 Eh/bohr
* E: -2138.100181 Eh

Element x y z (Å)
1 Ru 0.28872 0.08253 1.01045
2 S 2.69731 -0.27079 0.21325
3 O 0.16009 -0.52334 -4.32328
4 N -0.73214 -0.90107 -0.46945
5 N -0.92602 1.72633 1.14307
6 N 0.69954 1.70241 -0.99911
7 N 2.00106 1.70799 -1.50786
8 N 3.81626 2.10118 -2.64927
9 N -0.75154 -2.49954 -4.99397
10 N 4.02581 1.12314 -1.74372
11 N 1.00592 0.98843 2.88460
12 N -1.69778 3.43501 2.29508
13 N 0.83542 -1.61588 2.02871
14 N 1.73570 -2.50527 3.83313
15 C 0.08033 2.03546 3.39216
16 C -3.43676 4.22396 0.61361
17 C 1.53341 -3.55892 2.93077
18 C 2.58181 2.47640 -2.52067
19 C -0.47732 -1.54088 -4.11260
20 C -1.02709 -1.68731 -2.69967
21 C 1.79357 -4.91081 3.02758
22 C 0.91375 -5.12375 0.76710
23 C -3.46226 2.81084 -1.36864
24 C 1.32406 -1.38571 3.27420
25 C -1.91901 2.32978 0.36518
26 C -1.91541 -1.44525 -0.12357
27 C 1.48414 -5.68648 1.91332
28 C 0.64521 -3.76984 0.67951
29 C 0.96456 -2.97959 1.78570
30 C -2.23751 -2.27192 -2.34731
31 C 1.90833 3.51463 -3.32030
32 C -2.41643 3.41882 1.09336
33 C -0.84145 2.42794 2.29091
34 C -0.30273 -1.02548 -1.72738
35 C -2.43968 2.01410 -0.88897
36 C -3.94314 3.90460 -0.63580
37 C 2.94098 0.86799 -1.03119
38 C 1.35956 -0.03486 3.90023
39 C -2.68309 -2.14549 -1.03049
40 H -4.72656 4.51970 -1.05743
41 H -2.05965 1.17758 -1.46287
42 H -3.62891 -2.57029 -0.72281
43 H 2.34099 0.15648 4.34086
44 H -0.51853 1.63271 4.21224
45 H -3.90613 2.59165 -2.33021
46 H 0.63958 -0.01238 4.72150
47 H 0.48018 2.62578 -0.62941
48 H 0.61909 2.90067 3.78584
49 H 1.69408 -6.74738 1.93687
50 H -1.84323 4.10455 3.04300
51 H -2.85424 -2.78752 -3.07313
52 H 1.43864 4.27647 -2.69589
53 H 2.65084 3.99096 -3.95700
54 H 0.68329 -5.76534 -0.07224
55 H -3.82992 5.05307 1.18771
56 H 1.86617 1.44331 2.58492
57 H 0.21123 -3.34309 -0.21406
58 H 2.12373 -2.60320 4.76578
59 H 0.04596 1.51526 -1.76038
60 H 1.14230 3.07974 -3.96742
61 H 4.94221 0.69134 -1.68438
62 H 2.21306 -5.35137 3.92300
63 H 0.63281 -0.55515 -1.99742
64 H -0.44115 -2.38586 -5.94950
65 H -1.24560 -3.34688 -4.77355
66 H -2.25637 -1.30016 0.89731


- Among the records above, which one has the lowest largest force on an atom?
  C25H27N3O3S


- Which value of ΔE to the lowest compared entry with this formula, charge and spin does entry 3 give?
  0.9 kcal/mol